{
  "formula": "C4H8N2O3",
  "method": "the ωB97M-V functional and the def2-TZVPD basis",
  "homo_lumo_gap_ev": 10.85,
  "smiles": "[H]/N=C(/ON(C)C)C(=O)O",
  "spin_multiplicity": 1,
  "total_charge": 0,
  "lumo_energy_ev": 0.7,
  "homo_ev": -10.193,
  "de_lowest_kcal_mol": 75.0,
  "symbols": ["C", "C", "N", "C", "O", "O", "H", "H", "H", "H", "H", "H", "H", "N", "C", "O", "H"],
  "coordinates": [[1.52033, -1.10841, -0.38523], [-0.56267, -1.12956, -1.60343], [0.15477, -0.59356, -0.44864], [-0.79880, 0.72726, 1.43883], [0.18971, 0.54254, 2.33549], [-1.96622, 0.48724, 1.68330], [-0.25661, 0.14718, 3.11062], [-0.04890, -0.90235, -2.54425], [1.51546, -2.19481, -0.24406], [2.08500, -0.88072, -1.29602], [2.04353, -0.67187, 0.47108], [-1.56967, -0.70328, -1.64711], [-0.66542, -2.21690, -1.52228], [-0.55207, 2.85791, 0.15163], [-0.31942, 1.58833, 0.23836], [0.27769, 0.88744, -0.73498], [-1.04669, 3.16356, 0.99669]],
  "nbo_charge": [-0.441, -0.438, -0.140, 0.727, -0.674, -0.583, 0.497, 0.190, 0.217, 0.191, 0.222, 0.223, 0.216, -0.649, 0.466, -0.380, 0.355]
}


{
  "formula": "H14O7",
  "method": "the ωB97M-V functional and the def2-TZVPD basis",
  "homo_lumo_gap_ev": 11.36,
  "smiles": "O.O.O.O.O.O.O",
  "spin_multiplicity": 1,
  "total_charge": 0,
  "lumo_energy_ev": 0.2,
  "homo_ev": -11.164,
  "de_lowest_kcal_mol": 27.0,
  "symbols": ["O", "H", "H", "O", "H", "H", "O", "H", "H", "O", "H", "H", "O", "H", "H", "O", "H", "H", "O", "H", "H"],
  "coordinates": [[-1.27770, 0.33519, 2.71979], [-1.43167, 1.18085, 2.22934], [-0.30282, 0.35570, 2.80540], [-0.15706, -2.45031, -0.88620], [0.45713, -1.93085, -1.39121], [0.25657, -3.30060, -0.87015], [-1.49402, 2.05957, -0.38560], [-2.42485, 2.17288, -0.52684], [-1.52573, 1.07718, -0.24354], [0.84550, 1.79285, -1.89733], [0.10850, 2.12192, -1.31569], [1.73899, 2.12527, -1.58306], [2.39125, -0.08257, -1.00956], [1.64961, 0.45497, -1.33113], [2.65111, -0.63077, -1.70880], [1.27288, -0.75089, 1.75699], [1.05732, -1.59210, 1.28837], [1.52091, -0.12746, 1.07436], [-2.02201, -0.65023, 0.27396], [-1.50744, -0.63269, 1.07896], [-1.80648, -1.52791, -0.07806]],
  "nbo_charge": [-0.956, 0.474, 0.495, -0.952, 0.481, 0.474, -0.993, 0.482, 0.507, -0.981, 0.523, 0.484, -0.994, 0.487, 0.465, -0.971, 0.484, 0.488, -0.993, 0.498, 0.497]
}


{
  "formula": "C46H46FIrN11O4",
  "method": "the ωB97M-V functional and the def2-TZVPD basis",
  "homo_lumo_gap_ev": [6.98, 4.99],
  "spin_multiplicity": 2,
  "total_charge": 4,
  "lumo_energy_ev": [-10.2, -12.2],
  "homo_ev": [-17.157, -17.157],
  "de_lowest_kcal_mol": 0.0,
  "symbols": ["Ir", "C", "C", "C", "C", "C", "C", "C", "C", "C", "H", "H", "H", "H", "H", "H", "H", "H", "H", "H", "H", "H", "F", "C", "C", "C", "C", "O", "C", "C", "N", "C", "C", "C", "C", "C", "C", "N", "C", "C", "N", "C", "C", "C", "O", "O", "H", "H", "H", "H", "H", "H", "H", "H", "H", "H", "H", "H", "H", "H", "H", "H", "H", "H", "C", "N", "C", "N", "C", "N", "C", "C", "C", "C", "C", "C", "C", "N", "N", "C", "O", "C", "C", "C", "C", "C", "C", "N", "C", "N", "C", "N", "C", "H", "H", "H", "H", "H", "H", "H", "H", "H", "H", "H", "H", "H", "H", "H", "H"],
  "coordinates": [[0.28007, -0.29242, 2.21627], [2.64917, -1.00540, 4.46563], [1.23035, -0.48601, 4.38219], [0.93380, 0.89884, 4.17514], [-0.29591, 1.44777, 4.59798], [-0.52955, 2.91879, 4.50179], [-1.26699, 0.59882, 5.14553], [-1.08994, -0.76310, 5.16511], [-2.17551, -1.66458, 5.65149], [0.16099, -1.30181, 4.72719], [2.97530, -1.52461, 3.56665], [2.72172, -1.71354, 5.28982], [3.34540, -0.19623, 4.67262], [1.73089, 1.59766, 3.95322], [-0.66547, 3.21389, 3.45789], [0.32846, 3.47127, 4.88562], [-1.41637, 3.21494, 5.05670], [-2.20043, 1.01816, 5.49990], [-3.10502, -1.45092, 5.11809], [-2.37448, -1.46865, 6.70771], [-1.92715, -2.71957, 5.54819], [0.34116, -2.36350, 4.86143], [1.05261, 4.23796, -2.81756], [-0.12287, 3.77002, -2.36598], [-0.10074, 2.82064, -1.38966], [-1.29663, 2.34931, -0.82348], [-1.29068, 1.35831, 0.23513], [-0.14626, 0.90373, 0.61864], [-2.54107, 1.00181, 0.75996], [-3.68952, 1.55285, 0.22908], [-3.70426, 2.46873, -0.73132], [-4.98151, 2.98169, -1.21920], [-6.05864, 3.28933, -0.22830], [-5.34831, 4.40788, -0.92477], [-2.50381, 2.89559, -1.29056], [-2.49969, 3.85020, -2.31453], [-1.32458, 4.31842, -2.87636], [-1.35975, 5.29213, -3.88152], [-0.23115, 5.51556, -4.77524], [-0.71364, 6.07506, -6.10522], [-1.49465, 7.33767, -5.87929], [-2.65369, 7.08407, -4.95962], [-2.14090, 6.50315, -3.65437], [-2.72706, 0.04101, 1.89792], [-3.82021, -0.41008, 2.14735], [-1.68063, -0.17621, 2.64351], [0.84859, 2.46725, -1.01297], [-4.64625, 1.24087, 0.62707], [-5.25749, 2.55809, -2.17639], [-5.84543, 3.14458, 0.82193], [-7.07579, 3.06205, -0.51112], [-4.65545, 5.00005, -0.34113], [-5.88243, 4.95518, -1.68929], [-3.44639, 4.22760, -2.66887], [0.26428, 4.57349, -4.99193], [0.51296, 6.19376, -4.33727], [-1.37470, 5.37648, -6.61506], [0.13306, 6.30434, -6.74960], [-1.82534, 7.71385, -6.77102], [-0.88182, 8.04980, -5.47140], [-3.32212, 6.39401, -5.47168], [-3.17120, 8.02614, -4.78754], [-2.99977, 6.29086, -3.02428], [-1.53383, 7.25725, -3.13111], [4.91336, -0.81354, -0.89677], [3.96349, -0.44302, 0.16069], [2.68933, -0.77551, 0.34956], [2.25148, -0.21520, 1.47484], [3.34060, 0.47548, 1.92975], [4.38543, 0.34938, 1.16245], [5.52633, -2.18356, -0.69712], [6.89935, -2.34644, -0.46484], [7.46142, -3.61016, -0.29370], [6.66720, -4.73902, -0.34449], [5.29053, -4.58218, -0.58764], [4.73629, -3.30246, -0.77019], [4.41500, -5.69200, -0.62648], [4.65939, -7.00102, -0.44329], [3.50601, -7.62879, -0.50569], [2.55437, -6.70401, -0.72633], [3.10256, -5.47894, -0.82372], [1.15049, -6.83459, -0.78808], [0.52379, -8.08281, -0.60682], [-0.85457, -8.13194, -0.58175], [-1.60170, -6.96210, -0.70829], [-0.98488, -5.71699, -0.89903], [-1.79588, -4.43697, -0.97652], [-1.43029, -3.51734, 0.10583], [-0.59575, -2.48234, 0.11603], [-0.44393, -2.06619, 1.37276], [-1.26066, -2.89770, 2.09475], [-1.84917, -3.79132, 1.35633], [0.38390, -5.66436, -0.95917], [5.68030, -0.04401, -0.87294], [4.39611, -0.75881, -1.85453], [2.10166, -1.37306, -0.32425], [3.35544, 1.08587, 2.81172], [7.54155, -1.47457, -0.42718], [8.52401, -3.70368, -0.11819], [7.08073, -5.72874, -0.20157], [3.67995, -3.21935, -0.99067], [1.12421, -8.97347, -0.47571], [-1.36087, -9.07715, -0.44427], [-2.68276, -7.01850, -0.66245], [-2.85444, -4.65452, -0.85725], [-1.64912, -3.91435, -1.92124], [-0.14168, -2.05105, -0.76025], [-1.40608, -2.83003, 3.15675], [0.89377, -4.72322, -1.12010]],
  "mulliken_spin": [0.000, 0.001, -0.003, -0.002, 0.000, 0.001, 0.000, 0.000, 0.001, 0.001, 0.000, 0.000, 0.000, 0.000, 0.000, 0.000, 0.000, 0.000, 0.000, 0.000, 0.000, 0.001, 0.000, -0.002, 0.001, -0.005, 0.002, 0.003, -0.003, 0.002, 0.000, 0.000, 0.000, 0.000, 0.004, 0.001, 0.002, 0.000, 0.000, 0.000, 0.000, 0.000, 0.000, -0.002, 0.000, 0.000, 0.000, 0.000, 0.000, 0.000, 0.000, 0.000, 0.000, 0.000, 0.000, 0.000, 0.000, 0.000, 0.000, 0.000, 0.000, 0.000, 0.000, 0.000, 0.006, 0.002, -0.003, -0.001, 0.000, 0.000, -0.021, 0.112, -0.029, 0.079, 0.018, 0.061, 0.156, 0.126, 0.141, 0.142, -0.046, 0.029, 0.079, -0.028, 0.118, -0.020, 0.005, 0.002, -0.003, 0.000, 0.000, 0.000, 0.065, -0.001, 0.000, 0.001, 0.000, 0.001, 0.001, -0.002, 0.007, -0.002, 0.001, 0.000, -0.002, 0.001, 0.000, 0.000, 0.007]
}


{
  "formula": "C3H5NO2",
  "method": "the ωB97M-V functional and the def2-TZVPD basis",
  "homo_lumo_gap_ev": [7.90, 7.71],
  "spin_multiplicity": 1,
  "total_charge": 0,
  "lumo_energy_ev": [-0.4, -0.5],
  "homo_ev": [-8.344, -8.188],
  "de_lowest_kcal_mol": 186.0,
  "symbols": ["O", "N", "C", "C", "O", "C", "H", "H", "H", "H", "H"],
  "coordinates": [[-2.13199, 1.09882, -0.03644], [-1.42912, 0.19552, -0.79103], [-0.29546, -0.05058, -0.27545], [0.94977, -0.65903, -0.83539], [1.64424, 0.21657, -0.03612], [0.59220, 0.51625, 0.74193], [-2.91215, 1.28537, -0.57654], [1.28142, -0.77989, -1.85991], [0.92809, -1.77682, 0.76066], [0.76224, -1.31121, 1.39267], [0.61074, 1.26499, 1.51563]],
  "nbo_charge": [-0.537, -0.052, 0.073, -0.015, -0.363, 0.009, 0.483, 0.202, 0.001, -0.026, 0.224]
}


{
  "formula": "C2H5ClIN",
  "method": "the ωB97M-V functional and the def2-TZVPD basis",
  "homo_lumo_gap_ev": 8.97,
  "smiles": "C[C@@H](Cl)NI",
  "spin_multiplicity": 1,
  "total_charge": 0,
  "lumo_energy_ev": -0.1,
  "homo_ev": -9.025,
  "de_lowest_kcal_mol": 5.2,
  "symbols": ["C", "C", "N", "Cl", "I", "H", "H", "H", "H", "H"],
  "coordinates": [[0.43908, -0.33855, -0.13177], [-0.66666, 0.47962, -0.59474], [-1.40171, 1.15052, 0.70467], [-1.92249, -0.57654, -1.35245], [-2.82899, 2.49755, 0.07261], [1.38608, 0.20409, 0.21704], [0.79929, -0.74923, -1.11176], [0.11733, -1.06593, 0.70128], [-0.42195, 1.13072, -1.48231], [-1.94818, 0.33475, 1.18238]],
  "nbo_charge": [-0.669, -0.032, -0.797, -0.098, 0.267, 0.241, 0.237, 0.234, 0.235, 0.381]
}


{
  "formula": "C20H12N4OPdSSe",
  "method": "the ωB97M-V functional and the def2-TZVPD basis",
  "homo_lumo_gap_ev": [4.97, 4.98],
  "spin_multiplicity": 2,
  "total_charge": -1,
  "lumo_energy_ev": [1.1, 1.1],
  "homo_ev": [-3.846, -3.858],
  "symbols": ["Pd", "O", "N", "C", "C", "C", "C", "C", "S", "H", "H", "H", "H", "Se", "N", "C", "C", "C", "C", "C", "C", "N", "H", "H", "H", "H", "N", "C", "C", "C", "C", "C", "C", "C", "C", "C", "H", "H", "H", "H"],
  "coordinates": [[1.29555, -1.27664, 0.39619], [0.69065, -3.52744, -0.48381], [1.29785, -3.57634, -1.61800], [0.69245, -4.19664, -2.64920], [1.24655, -4.26394, -3.90290], [2.50425, -3.70394, -4.11530], [3.13925, -3.09534, -3.05711], [2.53775, -3.00294, -1.80111], [3.32075, -2.17934, -0.50921], [-0.27495, -4.61544, -2.41361], [0.70555, -4.74324, -4.70260], [2.96285, -3.73974, -5.08990], [4.11445, -2.64934, -3.16631], [1.64155, -3.02234, 3.72310], [1.33705, -1.63914, 2.57769], [0.98225, -0.55944, 3.30980], [0.65925, 0.69336, 2.78310], [0.30635, 1.71626, 3.64100], [0.29215, 1.51866, 5.02000], [0.61715, 0.29456, 5.56910], [0.95935, -0.77304, 4.72740], [1.28065, -2.00554, 5.14850], [0.68455, 0.84166, 1.70040], [0.03995, 2.67806, 3.23099], [0.02785, 2.34216, 5.66750], [0.61445, 0.13826, 6.63740], [-5.07445, 5.79526, -2.38060], [-4.28605, 5.01637, -2.06770], [-3.33235, 4.04347, -1.73081], [-3.71255, 2.89126, -1.02700], [-2.79395, 1.90346, -0.77890], [-1.46505, 2.02926, -1.21410], [-1.08205, 3.19846, -1.88811], [-1.99915, 4.18986, -2.13991], [-0.55045, 0.99756, -0.92941], [0.20525, 0.07736, -0.65441], [-4.73375, 2.78706, -0.68661], [-3.08965, 1.01036, -0.24671], [-0.05995, 3.31536, -2.22081], [-1.70145, 5.09156, -2.65800]],
  "mulliken_spin": [0.802, 0.028, 0.009, -0.010, 0.015, -0.010, 0.007, -0.003, 0.085, -0.001, 0.002, -0.001, 0.000, -0.001, 0.017, -0.005, -0.010, 0.007, -0.001, 0.002, -0.002, 0.007, -0.016, 0.000, 0.000, 0.000, -0.001, 0.000, -0.003, 0.001, -0.002, 0.004, -0.004, 0.002, 0.029, 0.054, 0.000, 0.000, 0.000, 0.000]
}